DFT (ωB97M-V/def2-TZVPD) results for the molecule C18H28N2O4S2.

Positions of all 54 atoms, in Å:
C1 -6.9523 -1.0012 -1.2254
O1 -6.3173 -1.2349 0.0122
C2 -4.9691 -1.3025 0.0563
C3 -4.4148 -1.5339 1.3225
C4 -3.0496 -1.6156 1.4800
C5 -2.2278 -1.4742 0.3749
S1 -0.4693 -1.4931 0.6055
O2 0.1698 -1.6938 -0.6745
O3 -0.1061 -2.3589 1.6860
N1 -0.2034 0.0635 1.1284
C6 0.1222 1.1019 0.1682
C7 -0.5792 2.4108 0.5351
C8 -0.4924 3.4120 -0.6054
S2 -1.3476 4.9733 -0.2277
C9 -0.1956 5.6721 0.9883
C10 1.6558 1.2780 0.1076
O4 2.2164 2.2853 0.4967
N2 2.2701 0.1960 -0.3794
C11 3.7080 0.0129 -0.3577
C12 4.1493 -0.6560 0.9510
C13 3.6507 -2.0959 1.0418
C14 4.1449 -2.9004 -0.1566
C15 3.6598 -2.2662 -1.4565
C16 4.1431 -0.8202 -1.5631
C17 -2.7555 -1.2502 -0.8787
C18 -4.1272 -1.1636 -1.0469
H1 -6.6560 -0.0383 -1.6518
H2 -8.0188 -0.9856 -1.0078
H3 -6.7407 -1.8009 -1.9413
H4 -5.0853 -1.6435 2.1595
H5 -2.6010 -1.7997 2.4425
H6 0.2949 0.1138 2.0018
H7 -0.2356 0.7393 -0.8005
H8 -1.6237 2.2030 0.7747
H9 -0.0892 2.8219 1.4193
H10 -0.9806 3.0272 -1.5009
H11 0.5465 3.6500 -0.8317
H12 -0.4427 6.7238 1.0881
H13 0.8192 5.5561 0.6203
H14 -0.3147 5.1725 1.9451
H15 1.7070 -0.6079 -0.6330
H16 4.1468 1.0166 -0.4102
H17 3.7761 -0.0684 1.7924
H18 5.2407 -0.6454 0.9926
H19 4.0134 -2.5472 1.9678
H20 2.5588 -2.1190 1.0707
H21 3.7809 -3.9268 -0.0880
H22 5.2380 -2.9283 -0.1496
H23 4.0353 -2.8336 -2.3108
H24 2.5692 -2.3056 -1.4891
H25 5.2340 -0.8072 -1.6129
H26 3.7586 -0.3628 -2.4769
H27 -2.0875 -1.1591 -1.7204
H28 -4.5264 -0.9900 -2.0330

Values from the calculation:
HOMO level: -8.38 eV
F_max: 0.016 Eh/bohr
structure (SMILES): COc1ccc(S(=O)(=O)N[C@@H](CCSC)C(=O)NC2CCCCC2)cc1
orbital gap: 0.32602 Eh
energy relative to the best compared isomer or geometry (same formula, charge and spin): 0.0 kcal per mole
energy: -51961.72655 eV